No. 1
Entry from the OMol25 dataset: a cluster of 8 separate species, C5H25NO8 in total at a distorted geometry (the ωB97M-V functional and the def2-TZVPD basis).

Element x y z (Å)
C -0.9407 -0.5649 -0.1910
C -2.0063 -0.5865 0.8884
C -3.3325 -0.5909 0.2262
C -1.8065 -1.7775 1.8112
C -1.0688 0.5281 -1.3070
N -0.7112 1.8042 -1.0401
O -1.7453 0.2242 -2.2861
H -0.0559 -0.3423 0.4338
H -0.8601 -1.6108 -0.6913
H -1.9587 0.2768 1.6344
H -3.1449 -1.4366 -0.5937
H -4.1050 -1.0227 0.8413
H -3.6403 0.3837 -0.3101
H -0.7317 -1.9253 1.9915
H -2.2661 -2.6148 1.4985
H -2.2949 -1.3266 2.7364
H -1.0645 2.5248 -1.6934
H -0.1567 1.9695 -0.1720
H -0.9406 1.9722 1.9038
H 0.0278 2.6926 2.9900
O -0.0212 2.1731 2.1416
H 2.6568 -0.3943 -2.4452
H 4.0220 -0.5141 -1.6618
O 3.3723 0.1183 -2.0793
H 1.1417 1.1383 2.9685
H 1.6534 -0.2566 2.4591
O 1.6034 0.3029 3.1918
H 3.6037 0.7470 0.0225
H 3.4205 1.1319 1.5684
O 2.9621 0.7976 0.7900
H -0.5228 -1.5408 -4.2617
H -0.9422 -1.4700 -2.7898
O -0.3009 -1.9509 -3.3363
H 1.2145 -1.8999 -2.4195
H 2.1749 -2.8827 -2.6825
O 2.0280 -2.0754 -2.1102
H 1.2354 3.1265 1.1651
H 1.9493 1.9821 0.4835
O 1.5524 2.8898 0.3251

Force components x, y, z for each atom (eV/Å):
2.2 0.3 -0.2
-0.1 1.3 0.4
-0.6 -1.3 -3.0
1.1 4.2 2.4
-1.8 -0.5 1.2
-0.1 -0.8 0.6
0.5 0.0 -0.6
0.4 -0.5 -0.8
-0.1 1.8 0.9
0.4 -0.4 -1.4
-1.0 1.9 1.2
-0.5 0.4 0.4
0.5 -1.7 1.0
-0.4 -0.1 0.2
-1.6 -3.0 -1.1
0.7 -1.6 -0.6
0.8 -0.6 0.9
-0.3 0.7 -1.6
0.2 0.2 0.5
-0.8 -0.7 -1.2
-0.4 0.9 1.7
0.0 -0.8 0.2
-1.5 0.6 -1.1
2.2 0.7 1.1
0.3 -1.5 -0.5
0.0 -0.9 -2.0
0.0 1.7 2.7
-1.2 0.2 1.1
0.2 -0.1 0.0
1.2 -0.8 -1.0
0.8 -1.2 2.6
-0.2 0.3 0.1
-1.0 1.0 -2.9
-5.3 1.5 -1.6
0.3 1.1 1.1
4.8 -3.3 0.5
-0.6 0.6 1.3
-0.1 1.1 -0.4
1.1 -0.7 -1.8

The max |F| is 0.1138 hartree/bohr. The HOMO-LUMO gap is 9.85 eV. Its LUMO energy is 0.03 eV. As for the HOMO energy: -0.361 Ha. The value obtained for the total energy is -862.1327 Eh.



No. 2
Entry from the OMol25 dataset: a cluster of 8 separate species, C5H25NO8 in total at a distorted geometry (the ωB97M-V functional and the def2-TZVPD basis).

Element x y z (Å)
O -0.0792 1.5698 2.7746
C 0.7729 0.6847 2.7969
N 1.6562 0.4939 1.8009
C 1.5655 1.2062 0.5226
C 0.3658 0.8289 -0.3446
C 0.1438 -0.6887 -0.4957
C -0.2053 -1.1353 -1.9160
H 0.9042 0.0626 3.6869
H 2.1977 -0.3583 1.7953
H 2.5025 1.0449 -0.0146
H 1.5176 2.2688 0.7688
H 0.4978 1.3369 -1.2990
H -0.5534 1.2773 0.0475
H 1.0106 -1.2286 -0.1431
H -0.6651 -0.9816 0.1679
H -1.1097 -0.6479 -2.2639
H 0.5855 -0.8727 -2.6348
H -0.2960 -2.2182 -1.9932
H -3.9258 2.3693 -2.2531
H -3.0122 1.9152 -1.1377
O -3.0301 2.5333 -1.9208
H 0.8416 -2.1343 1.8271
H -0.3275 -2.8003 2.6565
O 0.0337 -1.9563 2.3733
H -1.3010 -0.7591 2.1878
H -1.7779 0.6075 2.6333
O -2.1074 -0.1872 2.1892
H 3.0004 -3.3455 1.4400
H 2.8008 -2.3834 0.2312
O 2.5132 -2.5543 1.1645
H -4.1773 0.9511 0.6168
H -2.7672 0.3407 0.6838
O -3.4346 0.7134 0.0387
H 2.6042 -1.5912 -1.9344
H 4.0916 -1.5052 -1.5681
O 3.2860 -2.0111 -1.4058
H -1.7448 2.6354 -3.1167
H -1.2994 3.7027 -4.1406
O -1.0779 2.8167 -3.8215

Force components x, y, z for each atom (eV/Å):
0.3 -0.3 0.0
0.0 1.2 0.1
0.1 -0.5 -0.4
-0.3 0.3 0.5
-0.3 0.0 0.0
-0.3 0.4 -0.4
0.6 0.1 -0.1
0.1 -0.3 -0.1
0.0 0.0 0.3
0.0 -0.2 0.1
0.0 0.0 -0.1
0.1 -0.2 -0.3
0.2 0.0 0.2
0.3 -0.1 0.0
0.0 -0.1 0.0
-0.2 -0.1 -0.1
-0.1 0.2 0.1
-0.3 -0.1 0.1
0.4 0.2 -0.1
0.1 0.4 -0.5
-0.6 -0.6 0.6
-0.7 -0.2 0.5
0.1 -0.1 -0.1
0.5 -0.2 -0.2
-0.7 0.2 0.0
0.0 0.2 0.0
0.5 -0.4 0.1
-0.2 0.3 0.0
-0.2 -0.1 0.5
0.4 -0.2 -0.4
0.3 -0.1 -0.3
-0.6 0.2 -0.3
0.2 -0.2 0.6
-0.3 0.1 -0.2
-0.1 -0.1 0.0
0.3 0.0 0.0
0.3 0.2 -0.4
0.1 -0.3 0.1
-0.2 0.1 0.1

The max |F| is 0.0233 hartree/bohr. The HOMO-LUMO gap is 9.76 eV. Its LUMO energy is 0.01 eV. As for the HOMO energy: -0.358 Ha. The value obtained for the total energy is -862.2204 Eh.



No. 3
Entry from the OMol25 dataset: a cluster of 7 separate species, C5H26N2O6 in total at a distorted geometry (the ωB97M-V functional and the def2-TZVPD basis).

Element x y z (Å)
N -1.8623 -0.6477 1.2554
C -1.9091 -0.4276 -0.2244
C -3.1707 -1.0562 -0.8345
C -1.8300 1.1050 -0.5154
N -0.7405 1.4364 -1.4892
C 0.5897 1.0170 -1.0303
C 1.1743 1.6937 0.2037
H -1.0176 -0.2763 1.6758
H -2.7330 -0.2077 1.6475
H -1.0145 -1.0084 -0.6067
H -4.0522 -0.6539 -0.3244
H -3.0584 -2.1393 -0.5499
H -3.3908 -1.0790 -1.8836
H -2.6535 1.5880 -0.9380
H -1.6545 1.6517 0.4404
H -0.6784 2.4662 -1.5636
H 1.2905 1.1949 -1.9233
H 0.6118 -0.0791 -0.8844
H 1.3278 1.0479 1.1044
H 2.0812 2.1802 -0.0107
H 0.4933 2.5025 0.5764
H 0.2327 3.2790 2.9582
H -0.9549 3.0247 2.2314
O -0.4200 2.5546 2.8888
H 1.0541 -3.2016 2.9821
H -0.1973 -2.5357 2.8263
O 0.6197 -2.3918 3.3191
H 0.9121 -2.7200 -0.3703
H 1.3392 -1.7084 0.5538
O 0.6649 -1.8011 -0.2055
H -0.0376 -0.2787 -3.8370
H -1.3214 0.4590 -3.7175
O -0.7496 0.0391 -4.3922
H 3.7910 0.8181 -0.7068
H 3.8386 -0.4779 -1.5687
O 4.3965 0.1417 -1.0783
H 2.9456 -1.5944 2.1436
H 3.3516 -1.8932 0.5660
O 2.7316 -2.0217 1.2822

Force components x, y, z for each atom (eV/Å):
-2.0 -0.3 -0.7
0.7 0.4 -0.4
0.2 -1.7 2.2
2.8 0.0 0.3
0.2 0.4 0.7
1.1 -0.8 -1.6
-1.7 0.2 1.5
-0.3 0.3 -0.1
1.5 -0.5 -0.1
-1.4 1.3 0.2
-0.1 -0.1 0.0
-0.6 0.8 -0.2
0.6 0.6 -0.7
-1.9 0.1 -0.6
0.0 -0.5 -0.2
-0.4 -0.7 -0.2
-0.8 -0.1 1.1
-0.2 1.0 -0.3
-0.2 0.2 -0.8
1.4 0.6 -0.3
0.5 -0.6 -0.4
0.2 -0.8 0.6
-0.6 -0.7 0.0
0.3 1.5 -0.5
0.4 0.6 0.6
-0.6 0.8 0.1
0.2 -1.3 -0.8
-0.6 -0.2 -0.6
-1.2 0.5 -0.9
1.8 -1.3 1.4
0.3 -0.1 0.1
0.4 -0.1 -0.4
-0.6 0.3 0.4
0.4 -0.7 -0.4
0.0 0.4 0.0
-0.5 0.2 0.4
0.2 -0.3 -1.3
0.8 0.6 0.4
-0.4 -0.2 1.3

The max |F| is 0.0543 hartree/bohr. The HOMO-LUMO gap is 9.05 eV. Its LUMO energy is 0.10 eV. As for the HOMO energy: -0.329 Ha. The value obtained for the total energy is -766.9767 Eh.



No. 4
Entry from the OMol25 dataset: a cluster of 8 separate species, C5H26N2O8 in total at a distorted geometry (the ωB97M-V functional and the def2-TZVPD basis).

Element x y z (Å)
O -0.8604 -0.7507 -1.1631
C -1.0800 0.2313 -0.3766
N -1.6121 1.3471 -0.9042
C -1.9360 1.1840 -2.3958
C -1.8451 2.6348 -0.2087
C -0.5066 0.1888 0.9552
N -0.0778 -1.2109 1.2134
C 0.4921 -1.5898 2.6247
H -1.1341 0.5064 -2.7784
H -2.8256 0.7034 -2.6193
H -1.9876 2.0305 -3.0147
H -2.2657 2.2877 0.7436
H -2.3129 3.3462 -0.8934
H -0.9045 3.0559 0.2195
H -0.8726 0.8032 1.8195
H 0.5606 0.8302 0.9097
H -0.9389 -1.7633 1.1035
H 1.4317 -1.0344 2.7582
H 0.8254 -2.6743 2.4811
H -0.1320 -1.6221 3.4931
H 2.5050 -2.3750 -0.7369
H 1.9222 -2.5773 0.7495
O 2.7620 -2.6398 0.0892
H 1.8924 2.0259 -1.8490
H 2.2245 0.5506 -1.5441
O 2.5789 1.4632 -1.7166
H -2.7009 -1.9049 0.5116
H -3.0010 -2.7918 1.8099
O -2.9641 -1.8640 1.4530
H 2.6700 3.2705 2.1874
H 2.4690 2.4006 0.9292
O 2.0723 3.0737 1.6077
H 0.9019 -1.0898 -2.2737
H 1.2195 -1.1277 -0.6346
O 1.5805 -1.0513 -1.5933
H -3.8063 -2.1926 -1.6447
H -2.3176 -1.7761 -1.5275
O -2.9963 -2.4251 -1.1647
H 3.2379 0.2044 0.7881
H 4.0061 1.2770 -0.1544
O 3.7258 1.0455 0.7463

Force components x, y, z for each atom (eV/Å):
-1.5 1.1 1.8
0.4 -0.4 -3.2
-0.7 0.3 -2.4
2.9 -0.9 1.5
1.7 -1.5 1.2
4.6 1.3 2.8
-0.3 -0.3 2.2
1.1 -1.1 -3.2
-0.7 0.8 0.1
-2.0 -1.3 0.4
0.4 1.9 0.0
-1.3 1.0 -0.4
-0.4 -0.3 0.7
-0.1 -0.1 -1.0
-0.9 -0.9 -0.8
-2.3 -1.4 -0.5
0.7 0.1 0.2
-0.5 0.1 0.3
-0.4 1.3 0.2
-0.8 0.7 0.3
-1.3 1.0 -3.3
2.9 -0.2 -2.8
-1.2 -1.2 6.5
-3.2 2.5 -0.6
0.1 0.7 -0.5
3.1 -2.9 0.7
-0.9 -0.7 0.2
0.0 1.4 -0.9
0.2 -0.9 1.0
5.8 1.6 5.2
-0.4 1.6 2.2
-5.5 -3.1 -7.2
-0.5 -0.1 0.8
-0.3 0.0 -2.5
0.9 0.1 1.6
0.2 -0.2 0.3
-0.6 -1.0 0.6
0.6 1.1 -1.3
0.6 0.3 -0.7
-0.6 -0.7 0.1
0.1 0.0 0.6

The max |F| is 0.1859 hartree/bohr. The HOMO-LUMO gap is 9.91 eV. Its LUMO energy is 0.26 eV. As for the HOMO energy: -0.355 Ha. The value obtained for the total energy is -917.4282 Eh.



No. 5
Entry from the OMol25 dataset: a cluster of 8 separate species, C5H26N2O8 in total at a distorted geometry (the ωB97M-V functional and the def2-TZVPD basis).

Element x y z (Å)
C 1.1730 -0.2050 -1.5904
N 0.7541 0.7937 -0.6508
C 1.3071 2.1002 -0.6758
C -0.4159 0.6987 0.2172
C -1.6241 -0.2542 -0.2271
N -2.2371 0.1867 -1.4647
C -3.0297 -0.9072 -2.0884
O 0.5014 -1.1898 -1.6961
H 2.0272 -0.0261 -2.2500
H 2.3902 2.0319 -0.8962
H 0.9248 2.7723 -1.4513
H 1.2005 2.5918 0.2874
H -0.1937 0.3406 1.2354
H -0.8884 1.6843 0.1963
H -1.1869 -1.2541 -0.1424
H -2.3860 -0.3382 0.5638
H -1.5254 0.4199 -2.1543
H -3.6194 -0.5809 -2.9434
H -2.3703 -1.7013 -2.4415
H -3.6806 -1.2830 -1.2916
H 0.6376 -2.6925 1.7370
H 1.5000 -2.8847 2.9911
O 0.6563 -2.5553 2.6904
H 1.0537 1.0637 2.9762
H 0.9147 2.4710 3.4334
O 1.5925 1.8248 3.1951
H -2.3570 3.1344 -2.2051
H -2.2832 2.1364 -1.0819
O -1.9163 3.0017 -1.3567
H 1.0689 -2.9068 -0.7757
H -0.1824 -3.8650 -0.4524
O 0.6564 -3.5074 -0.1815
H 2.9074 0.3266 1.1350
H 4.3219 0.7551 0.8049
O 3.8225 0.0408 1.2079
H 3.7240 -2.2609 0.6229
H 3.1341 -3.3918 -0.3476
O 3.5228 -2.5214 -0.2807
H -3.3669 2.7268 1.4580
H -3.5044 1.2036 1.8809
O -3.0235 2.0207 2.0126

Force components x, y, z for each atom (eV/Å):
-0.6 -0.7 -0.2
-0.9 0.5 0.2
2.3 0.4 0.0
-2.8 -0.8 -0.6
1.4 -0.6 0.8
0.2 -0.5 -0.6
0.1 0.1 0.8
0.3 0.1 -0.1
0.2 0.6 0.5
-0.4 -0.1 0.0
-0.6 -0.3 -0.1
-0.3 -0.1 0.1
0.5 0.3 -0.2
0.8 0.2 0.7
-0.2 -0.3 -0.9
0.3 0.9 -0.1
0.0 0.1 0.2
0.0 0.3 0.2
0.0 -0.2 0.1
-0.1 -0.2 -0.4
0.1 -0.4 -0.2
0.3 -0.2 0.1
-0.4 0.6 -0.1
0.0 -0.5 0.3
0.2 0.2 0.2
-0.3 0.3 -0.5
0.1 0.3 0.1
-0.1 0.3 -0.3
-0.1 -0.4 0.1
-0.1 0.4 -1.1
-0.2 0.1 -0.7
0.4 -0.7 2.0
0.0 0.0 0.4
0.3 0.1 0.1
-0.3 -0.1 -0.3
-0.1 -0.3 0.1
0.1 -0.4 0.6
-0.2 0.8 -0.8
-0.4 -0.3 -0.1
-0.5 0.2 -0.2
0.9 0.1 0.2

The max |F| is 0.0570 hartree/bohr. The HOMO-LUMO gap (alpha / beta) is 9.45 / 4.82 eV. Its LUMO energy (alpha / beta) is -3.94 / -8.55 eV. As for the HOMO energy (alpha / beta): -0.492 / -0.491 Ha. The value obtained for the total energy is -917.1668 Eh. As for the total charge: +1. The spin multiplicity is 2.



No. 6
Entry from the OMol25 dataset: a structure of composition C5H26NO8 at a distorted geometry (the ωB97M-V functional and the def2-TZVPD basis).

Element x y z (Å)
C 1.0988 -2.2903 -2.0739
C 1.7022 -1.5122 -0.9064
C 0.5700 -0.8130 -0.1211
C 1.0971 -0.2195 1.2047
C 1.0192 1.3844 1.1239
O 1.2549 1.9310 -0.0997
N 2.4223 -2.5865 -0.1571
H 0.6952 -1.6135 -2.8234
H 1.7700 -2.8220 -2.7278
H 0.3358 -2.9015 -1.5927
H 2.4535 -0.7514 -1.0030
H 0.1858 0.0426 -0.6883
H -0.1781 -1.5835 0.1930
H 2.2109 -0.3644 1.4084
H 0.5995 -0.6004 2.1060
H 0.0931 1.8519 1.4753
H 1.8969 1.7503 1.7185
H 1.9393 -2.9377 0.6408
H 2.8393 -3.2170 -0.7854
H -1.4729 1.2794 3.1757
H -1.7256 2.6370 2.4338
O -1.7013 2.2326 3.3203
H -1.6974 1.2254 -1.4210
H -2.2947 0.3177 -2.4583
O -2.1105 0.3020 -1.5245
H -2.2341 -3.3134 1.2974
H -1.0952 -2.7077 0.5240
O -1.3920 -3.5566 0.8954
H -2.9912 -0.9262 -0.2578
H -2.7369 0.2725 0.4426
O -2.7926 -0.6505 0.6535
H -3.2994 2.0310 1.2024
H -2.4078 2.8554 0.1668
O -2.8968 2.8793 1.0073
H -0.6687 2.5517 -1.9392
H 0.1253 2.3264 -0.5491
O -0.9872 2.5281 -1.0215
H 3.6893 0.9339 -0.9126
H 2.8691 2.1572 -0.8624
O 3.8149 1.8775 -1.0645

Force components x, y, z for each atom (eV/Å):
-0.2 1.9 -0.7
-0.4 -1.7 0.9
1.0 -1.1 1.5
1.2 1.8 0.0
1.3 0.0 1.3
-1.2 0.5 -2.5
-0.2 2.3 1.0
-0.9 0.3 0.1
0.7 -0.8 0.4
0.0 -0.3 -0.6
0.2 0.5 -1.3
-0.2 -0.8 -0.1
0.4 1.1 -0.9
-1.3 -0.4 -0.6
-0.1 0.1 -0.3
-0.1 -0.6 0.7
-1.0 -0.3 0.6
-0.2 -0.6 0.1
0.2 -1.1 -0.3
-0.2 1.4 0.1
-0.2 -0.2 0.2
0.4 -1.3 0.2
0.0 -0.4 0.9
-0.3 -0.4 -0.6
0.0 0.6 -1.0
0.1 0.0 0.0
-0.2 -0.5 0.2
-0.1 0.2 -0.1
0.3 -0.2 0.4
0.4 0.8 0.2
-0.8 -1.1 0.3
0.0 0.0 -0.2
0.1 -0.3 -0.2
-0.1 0.6 0.0
-0.3 0.5 0.3
0.8 -0.7 0.4
0.8 0.2 -0.5
0.3 0.0 0.0
0.8 -0.2 0.1
-1.1 0.1 0.1

The max |F| is 0.0551 hartree/bohr. The HOMO-LUMO gap is 8.27 eV. Its LUMO energy is 2.87 eV. As for the HOMO energy: -0.198 Ha. The value obtained for the total energy is -862.7869 Eh. As for the total charge: -1.



> The highest max |F| belongs to which entry?

number 4



> What is the max |F| in the sixth record?

0.0551 hartree/bohr